i) Here is a 2-piece molecular cluster, C3H11NOS overall from the OMol25 dataset. Energies are from ωB97M-V with the def2-TZVPD basis set.

SMILES: CCS.NCO
net charge: 0
spin multiplicity: 1
HOMO-LUMO gap: 9.7 eV

```
17
C3H11NOS ωB97M-V with the def2-TZVPD basis set
C -2.9952 1.6696 -0.7942
C -1.7037 2.1330 -0.1490
S -0.1015 1.2819 -0.6186
H -2.9231 1.4032 -1.8655
H -3.5748 0.8898 -0.3446
H -3.7282 2.5056 -0.8318
H -1.6463 1.8900 0.9394
H -1.6021 3.1934 -0.5598
H 0.5831 1.4139 0.5747
N 0.4480 -2.3662 0.6901
C 1.9219 -2.4633 0.4386
O 2.6625 -1.3917 0.8968
H 0.2717 -2.3289 1.7232
H 0.1115 -3.2442 0.4831
H 1.9713 -2.4237 -0.6567
H 2.1479 -3.5770 0.9521
H 2.2398 -0.5713 0.5052
```

ii) Here is a 2-piece molecular cluster, C3H11NOS overall from the OMol25 dataset. Energies are from ωB97M-V with the def2-TZVPD basis set.

SMILES: CNCCS.O
net charge: 0
spin multiplicity: 1
HOMO-LUMO gap: 9.8 eV

```
17
C3H11NOS ωB97M-V with the def2-TZVPD basis set
C -0.3861 -0.7735 0.9484
N 0.4903 -0.1178 -0.0214
C -0.2380 0.0907 -1.2501
C 0.4502 1.0739 -2.2012
S 0.0657 0.6378 -3.9117
H -0.7367 -1.6425 0.3978
H 0.1896 -1.1477 1.7991
H -1.1070 -0.1058 1.4270
H 0.8620 0.7870 0.2411
H -1.2570 0.5045 -1.1653
H -0.4105 -0.8376 -1.8044
H 1.5191 1.0086 -1.9925
H 0.1635 2.0828 -1.9168
H 0.1810 1.8137 -4.5496
O 0.3144 -0.7902 4.6595
H -0.5810 -0.8944 4.9915
H 0.4807 -1.6894 4.3487
```

iii) Here is a 3-piece molecular cluster, C3H11NOS overall from the OMol25 dataset. Energies are from ωB97M-V with the def2-TZVPD basis set.

net charge: 0
spin multiplicity: 1
HOMO-LUMO gap: 8.1 eV

```
17
C3H11NOS ωB97M-V with the def2-TZVPD basis set
C -0.8436 -0.3623 0.9880
C 0.1250 -0.6561 -0.1439
C -0.0725 -1.8362 -1.0997
S 1.3291 -2.3662 -2.0244
N -0.5183 0.8880 1.6783
H -1.8214 -0.2246 0.4995
H -0.8239 -1.2911 1.5707
H 1.1722 -0.8749 0.1896
H 0.3338 0.2437 -0.6765
H -0.4198 -2.7033 -0.4677
H -0.8347 -1.6948 -1.8272
H 2.0716 -0.4606 -2.1535
H -1.1854 0.9481 2.4594
H 0.4373 0.8553 2.0594
H 0.8128 3.3515 -0.9830
H -0.3579 3.0729 0.0096
O 0.5956 3.1106 -0.0784
```

The structure with the most favorable energy is ii); the runner-up is 104.2 kJ/mol above it.

i) Here is a 3-piece molecular cluster, CH9NO3 overall from the OMol25 dataset. Energies are from ωB97M-V with the def2-TZVPD basis set.

SMILES: NCO.O.O
net charge: 0
spin multiplicity: 1
HOMO-LUMO gap: 10.4 eV

```
14
CH9NO3 ωB97M-V with the def2-TZVPD basis set
N 0.6677 2.2605 -0.2860
C 0.5346 1.3067 0.8160
O 0.9586 0.0044 0.4996
H -0.1388 2.1404 -0.8761
H 0.8201 3.1865 0.0904
H -0.5047 1.2447 1.1127
H 1.1076 1.6306 1.6867
H 1.7121 0.0326 -0.0994
O -1.9599 -0.5302 0.1955
H -1.1137 -0.5989 -0.2676
H -1.9398 -1.3548 0.6951
O -0.0978 -2.6633 -0.9431
H 0.7436 -3.1144 -1.1134
H -0.0449 -1.9635 -1.6109
```

ii) Here is a 4-piece molecular cluster, CH9NO3 overall from the OMol25 dataset. Energies are from ωB97M-V with the def2-TZVPD basis set.

SMILES: C=N.O.O.O
net charge: 0
spin multiplicity: 1
HOMO-LUMO gap: 11.1 eV

```
14
CH9NO3 ωB97M-V with the def2-TZVPD basis set
C -1.7554 -1.3470 1.3823
N -1.1389 -0.9295 0.3673
H -2.8374 -1.4056 1.2926
H -1.3332 -1.5787 2.3580
H -0.1278 -1.0403 0.4111
O 1.9203 0.9441 2.0712
H 2.4987 0.4131 1.5514
H 1.9997 1.8727 1.8422
O -1.3129 0.3283 -2.4416
H -0.8386 1.1614 -2.4830
H -1.4862 0.1583 -1.4998
O 1.8022 0.5206 -1.6857
H 1.2064 1.2596 -1.5889
H 1.4032 -0.3570 -1.5771
```

The structure with the most favorable energy is i); the runner-up is 60.9 kJ/mol above it.

i) Here is one molecule with the formula C4H12N2 from the OMol25 dataset. Energies are from ωB97M-V with the def2-TZVPD basis set.

SMILES: CNCN(C)C
net charge: 0
spin multiplicity: 1
HOMO-LUMO gap: 9.2 eV

```
18
C4H12N2 ωB97M-V with the def2-TZVPD basis set
C -1.4523 -1.6657 -0.6424
N -0.2230 -0.9451 -0.9121
C 0.6946 -0.8440 0.2099
N 0.8447 0.5315 0.6388
C -0.4769 1.1130 1.1055
C 1.5254 1.3939 -0.3159
H -1.2701 -2.6169 -0.1326
H -1.9485 -1.9068 -1.5880
H -2.1455 -1.0689 -0.0425
H -0.3811 -0.0468 -1.3522
H 0.3690 -1.4676 1.0530
H 1.6672 -1.2483 -0.0979
H -1.2445 1.2379 0.3363
H -0.2762 2.1113 1.5067
H -0.8559 0.5049 1.9320
H 1.8010 2.3390 0.1649
H 0.9141 1.6392 -1.1931
H 2.4580 0.9393 -0.6704
```

ii) Here is a 2-piece molecular cluster, C4H12N2 overall from the OMol25 dataset. Energies are from ωB97M-V with the def2-TZVPD basis set.

SMILES: [H]/N=C(\C)NC.C
net charge: 0
spin multiplicity: 1
HOMO-LUMO gap: 9.6 eV

```
18
C4H12N2 ωB97M-V with the def2-TZVPD basis set
H -0.4103 -2.6044 0.5942
N -0.0960 -1.7471 1.0358
C 0.5135 -0.9478 0.2557
C 0.8091 -1.1745 -1.2066
N 0.8921 0.2530 0.7712
C 1.8291 1.1621 0.1688
H 0.4468 -2.1530 -1.5131
H 0.3145 -0.4143 -1.8089
H 1.8807 -1.1230 -1.3912
H 0.7664 0.3143 1.7699
H 2.8547 0.7708 0.1644
H 1.5385 1.3795 -0.8594
H 1.8208 2.0950 0.7295
C -2.6320 0.8373 0.2581
H -1.9616 1.6715 0.0969
H -3.0465 0.5191 -0.6900
H -3.4348 1.1422 0.9164
H -2.0848 0.0193 0.7082
```

The structure with the most favorable energy is ii); the runner-up is 84.4 kJ/mol above it.

i) Here is one molecule with the formula C4H12N2 from the OMol25 dataset. Energies are from ωB97M-V with the def2-TZVPD basis set.

SMILES: CCCNCN
net charge: 0
spin multiplicity: 1
HOMO-LUMO gap: 9.7 eV

```
18
C4H12N2 ωB97M-V with the def2-TZVPD basis set
C -2.3710 -0.6578 -1.2732
C -1.2863 -0.2629 -0.1692
C 0.1375 -0.9744 -0.6773
N 1.3543 -0.5591 0.1212
C 1.3610 0.9372 0.2552
N 1.0078 1.2833 1.7204
H -2.2502 -1.6643 -1.5869
H -2.1070 -0.0463 -2.1542
H -3.2741 -0.4801 -0.8326
H -1.1444 0.8728 -0.3200
H -1.3731 -0.5473 0.8719
H 0.2323 -0.7182 -1.8028
H 0.1007 -2.1113 -0.6050
H 1.2678 -0.8601 1.0565
H 2.4505 1.1111 0.1584
H 0.7424 1.5868 -0.4218
H 0.0073 1.6779 1.8774
H 1.7655 1.8571 2.0550
```

ii) Here is a 2-piece molecular cluster, C4H12N2 overall from the OMol25 dataset. Energies are from ωB97M-V with the def2-TZVPD basis set.

net charge: 0
spin multiplicity: 1
HOMO-LUMO gap: 6.1 eV

```
18
C4H12N2 ωB97M-V with the def2-TZVPD basis set
C 2.1880 0.2993 0.5874
C 0.7203 0.0738 0.1011
C -0.2829 0.6444 1.0434
C -1.6392 0.5032 0.7533
N -2.0966 -0.4011 -0.2296
N 0.4000 0.4826 -1.2378
H 2.2382 0.9489 1.4592
H 2.7665 0.6887 -0.2493
H 2.5907 -0.6449 0.9442
H 0.5101 -1.0115 0.2075
H 0.0245 1.0696 1.9958
H -1.1083 1.4637 0.1759
H -2.4212 0.8040 1.4429
H 0.0379 -2.5154 -2.2131
H -0.5503 -2.2378 -2.6072
H -1.4299 -0.2867 -1.0221
H -2.0774 -1.3530 0.1179
H 0.1297 1.4721 -1.2695
```

iii) Here is one molecule with the formula C4H12N2 from the OMol25 dataset. Energies are from ωB97M-V with the def2-TZVPD basis set.

SMILES: CNCCCN
net charge: 0
spin multiplicity: 1
HOMO-LUMO gap: 9.5 eV

```
18
C4H12N2 ωB97M-V with the def2-TZVPD basis set
C 0.2121 -2.0471 1.3787
N 1.0521 -0.8904 1.0246
C 1.0955 -0.4435 -0.3439
C -0.2891 -0.0236 -0.8826
C -0.8050 1.1955 -0.1160
N -1.1062 2.3091 -1.0587
H 0.0959 -2.8336 0.6268
H 0.6084 -2.5378 2.2837
H -0.7639 -1.7373 1.7551
H 1.8558 -0.8384 1.6239
H 1.4416 -1.2619 -1.0050
H 1.7034 0.4450 -0.4948
H -1.0542 -0.7845 -1.0994
H 0.1036 0.2494 -1.8794
H -0.1189 1.3549 0.7335
H -1.7719 1.0260 0.4201
H -1.3127 1.9709 -1.9987
H -2.0534 2.5967 -0.8248
```

The structure with the most favorable energy is iii); the runner-up is 45.1 kJ/mol above it.

i) Here is a 2-piece molecular cluster, C4H12N2 overall from the OMol25 dataset. Energies are from ωB97M-V with the def2-TZVPD basis set.

SMILES: CN(C)C.C=N
net charge: 0
spin multiplicity: 1
HOMO-LUMO gap: 9.0 eV

```
18
C4H12N2 ωB97M-V with the def2-TZVPD basis set
C 0.4062 -0.3749 1.6361
N 0.1979 -0.0800 0.2263
C 1.0340 -0.9312 -0.6076
C 0.5172 1.4613 -0.1133
H 1.4444 -0.1924 1.9435
H 0.1801 -1.4225 1.8436
H -0.2511 0.2540 2.2349
H 0.8149 -1.9832 -0.4170
H 0.8266 -0.7065 -1.6529
H 2.1035 -0.7685 -0.4196
H 0.3893 1.7035 -1.1634
H 1.5760 1.5878 0.1434
H -0.1036 2.0813 0.5251
C -1.7625 -0.2143 -0.4201
N -1.8388 0.5811 -1.4485
H -2.1854 0.1849 0.4983
H -1.7831 -1.3085 -0.4866
H -1.5656 0.1278 -2.3222
```

ii) Here is a 2-piece molecular cluster, C4H12N2 overall from the OMol25 dataset. Energies are from ωB97M-V with the def2-TZVPD basis set.

SMILES: C=CN.CNC
net charge: 0
spin multiplicity: 1
HOMO-LUMO gap: 8.9 eV

```
18
C4H12N2 ωB97M-V with the def2-TZVPD basis set
C -0.0108 2.5907 0.8367
C 0.5747 2.5765 -0.3666
N 0.6895 1.4805 -1.2141
H -0.4351 3.4977 1.2472
H 0.0602 1.7620 1.5337
H 0.9722 3.4994 -0.7809
H 0.3919 1.7002 -2.1550
H 0.1192 0.6890 -0.9380
C 0.5336 -2.4085 0.8431
N 0.3264 -1.3251 -0.1039
C -1.1044 -1.1928 -0.3472
H -0.1334 -3.2727 0.7687
H 0.3358 -1.9708 1.8280
H 1.5524 -2.7863 0.9191
H 0.7272 -1.5743 -1.0037
H -1.5733 -0.7262 0.5279
H -1.2916 -0.4570 -1.1286
H -1.7346 -2.0825 -0.4664
```

The structure with the most favorable energy is ii); the runner-up is 27.6 kJ/mol above it.

i) Here is a 2-piece molecular cluster, C4H12N2 overall from the OMol25 dataset. Energies are from ωB97M-V with the def2-TZVPD basis set.

SMILES: C=NC.CCN
net charge: 0
spin multiplicity: 1
HOMO-LUMO gap: 10.2 eV

```
18
C4H12N2 ωB97M-V with the def2-TZVPD basis set
C 2.0392 -1.6483 -1.2459
N 1.8088 -0.5083 -1.7126
C 2.2764 0.6327 -0.9507
H 2.6437 -1.8860 -0.3614
H 1.7216 -2.5416 -1.7845
H 1.6509 1.4974 -1.1659
H 3.3132 0.8851 -1.1810
H 2.2756 0.4699 0.1281
C -1.9300 1.2956 0.3555
C -1.3065 0.2248 1.2180
N -1.8524 -1.1363 1.0343
H -2.8996 1.6605 0.7011
H -1.2904 2.1810 0.3919
H -1.9982 0.9945 -0.6895
H -0.2515 0.1205 0.9562
H -1.3738 0.4302 2.2862
H -2.4069 -1.4511 1.8197
H -2.4199 -1.2205 0.2006
```

ii) Here is a 2-piece molecular cluster, C4H12N2 overall from the OMol25 dataset. Energies are from ωB97M-V with the def2-TZVPD basis set.

net charge: 0
spin multiplicity: 1
HOMO-LUMO gap: 8.2 eV

```
18
C4H12N2 ωB97M-V with the def2-TZVPD basis set
C -0.1513 0.1863 -0.4288
C 1.0955 -0.5982 -0.0780
C -0.6939 1.0269 0.7287
C -1.2210 -0.7727 -0.9599
N 0.3517 1.0222 -1.5385
N 1.7397 -0.5162 1.0301
H -0.3941 1.2869 -2.1697
H 0.7989 1.8612 -1.1914
H 2.6878 -0.8763 1.0676
H 1.0516 -0.8810 2.0312
H 1.5041 -1.1639 -0.9138
H 0.1384 -1.2655 2.6589
H -1.0384 0.3711 1.5277
H -1.5155 1.6452 0.3648
H 0.0887 1.6718 1.1295
H -2.1021 -0.2002 -1.2555
H -0.8546 -1.3203 -1.8298
H -1.4856 -1.4773 -0.1730
```

iii) Here is a 2-piece molecular cluster, C4H12N2 overall from the OMol25 dataset. Energies are from ωB97M-V with the def2-TZVPD basis set.

SMILES: C=CC.NCN
net charge: 0
spin multiplicity: 1
HOMO-LUMO gap: 9.7 eV

```
18
C4H12N2 ωB97M-V with the def2-TZVPD basis set
C 2.6301 -0.2611 0.9755
C 1.3761 -0.2362 1.2814
C 0.7140 1.0627 1.8368
H 3.1195 -1.1482 1.2662
H 2.9649 0.6033 0.5514
H 0.7404 -1.1294 1.1946
H 1.3781 1.9371 1.8442
H 0.5077 1.0352 2.9041
H -0.1511 1.3859 1.4043
N -2.3733 -0.7713 -2.0793
C -1.4764 -0.4625 -0.8608
N -0.3908 0.5829 -0.8051
H -2.4162 -0.3090 -3.0529
H -2.5013 -1.7817 -2.1700
H -0.9557 -1.3589 -0.5858
H -2.1330 -0.4273 0.1015
H 0.2579 0.4934 -1.6065
H -0.9247 1.4009 -1.0570
```

The structure with the most favorable energy is i); the runner-up is 177.8 kJ/mol above it.